Molecular formula: C5H14OP2S
Method: DFT, the ωB97M-V functional and the def2-TZVPD basis

Each line ends with the Mulliken charge.
Geometry (Å):
C 2.76050 -0.98247 1.29680  -0.969
C 2.73729 -0.42974 -0.16211  -0.401
C 1.25003 -0.26096 -0.49167  -0.764
C 0.34759 1.82700 0.21527  0.184
C -0.16240 2.59512 1.18020  -0.818
O 0.65339 0.55876 0.51022  -0.133
P -2.08519 -2.01580 0.91012  -0.068
P -4.80694 -0.18766 -1.43060  -0.061
S -2.64047 -1.10484 -0.88782  -0.197
H 2.72422 -0.13310 1.99044  0.243
H 1.84238 -1.45800 1.56368  0.274
H 3.68835 -1.51510 1.44347  0.337
H 3.23255 -1.15030 -0.90023  0.339
H 3.10319 0.56949 -0.12639  0.262
H 1.15689 0.14820 -1.51364  0.436
H 0.71488 -1.17525 -0.42629  0.345
H -3.96491 0.68783 -2.03418  0.066
H 0.50165 2.10163 -0.89944  0.209
H -0.64424 3.55865 0.94708  0.238
H -0.32573 2.30325 2.23489  0.239
H -1.42945 -0.93457 1.38818  -0.041
H -4.44253 0.55500 -0.34635  0.081
H -2.69826 -2.21964 -1.49548  0.199

Calculated values
ΔE to the lowest compared entry with this formula, charge and spin: 0.0 kcal per mole
Kohn-Sham gap (alpha / beta): 0.23551 / 0.23549 Eh
2S+1: 1

Molecular formula: C5H14OS2
Method: DFT, the ωB97M-V functional and the def2-TZVPD basis

Each line ends with the Mulliken charge.
Geometry (Å):
C 2.53075 0.42075 0.41419  -0.066
C 3.46983 -0.77209 0.63966  -1.233
C 1.10880 0.00708 0.88760  -0.873
S -0.11271 1.39330 0.86618  -0.193
S -1.90059 0.37176 1.42207  -0.105
C -2.57110 0.26268 -0.23328  -0.256
C -3.99063 -0.51570 -0.17267  -1.244
H 2.53951 0.67458 -0.69506  0.214
H 2.90511 1.32277 1.00555  0.265
H 3.51926 -0.99889 1.70323  0.352
H 4.49982 -0.44393 0.33691  0.317
H 3.19894 -1.79239 0.19100  0.305
H 0.55417 -0.72783 0.29797  0.420
H 1.23016 -0.46147 1.87531  0.471
H -2.63314 1.17150 -0.79608  0.403
H -2.12086 -0.48436 -0.95210  0.255
H -4.32198 -0.93488 -1.17577  0.323
H -4.71474 0.16664 0.30535  0.322
H -3.93777 -1.33212 0.53753  0.370
H 0.69951 0.83119 -2.76928  0.294
H 0.14239 1.06277 -1.37871  0.259
O -0.09475 0.77865 -2.30962  -0.600

Calculated values
ΔE to the lowest compared entry with this formula, charge and spin: 23.2 kcal per mole
Kohn-Sham gap: 0.34640 Eh
2S+1: 1
SMILES: CCCSSCC.O

Molecular formula: C5H14S
Method: DFT, the ωB97M-V functional and the def2-TZVPD basis

Each line ends with the Mulliken charge.
Geometry (Å):
C -0.25652 -1.20612 3.07824  -0.604
C -1.49930 -0.52395 3.63081  -0.864
H -0.24658 -2.25020 3.37702  0.309
H -0.26347 -1.18945 1.98794  0.078
H 0.66569 -0.77587 3.47417  0.266
H -1.49876 -0.44911 4.72204  0.288
H -2.40192 -1.08848 3.38640  0.267
H -1.63023 0.48439 3.25000  0.265
C 0.23696 -0.17961 -2.41554  -0.541
C 0.29354 -1.54793 -1.78594  -0.954
C 1.38688 1.41990 -0.45172  -0.774
S -0.22287 1.12173 -1.23085  -0.102
H 1.20430 0.10171 -2.82419  0.309
H -0.41213 -0.15520 -3.28664  0.359
H 1.01748 -1.60795 -0.97314  0.266
H 0.61478 -2.29388 -2.51437  0.347
H 1.72313 2.43759 -0.64841  0.324
H 1.24376 1.34547 0.62045  0.232
H 2.12863 0.69464 -0.79454  0.255
H -0.67862 -1.87731 -1.42435  0.275

Calculated values
ΔE to the lowest compared entry with this formula, charge and spin: 5.3 kcal per mole
Kohn-Sham gap: 0.34605 Eh
2S+1: 1
SMILES: CCSC.CC

Molecular formula: C5H14S
Method: DFT, the ωB97M-V functional and the def2-TZVPD basis

Each line ends with the Mulliken charge.
Geometry (Å):
C 0.76112 -1.63191 -2.62101  -0.485
C 2.26786 -1.88696 -2.46442  -0.940
H 0.22962 -2.56541 -2.90774  0.251
H 0.42895 -1.02074 -1.66564  0.070
H 0.39073 -0.94082 -3.49765  0.249
H 2.46123 -2.78674 -1.93349  0.302
H 2.95259 -1.00567 -2.25053  0.277
H 2.51774 -2.03542 -3.50852  0.352
C -1.25499 1.41514 0.54488  -0.443
C -2.36337 2.28577 1.30627  -0.998
C 1.18058 -0.37250 0.74619  -0.602
S -0.40240 0.18983 1.56719  -0.140
H -1.86451 0.90729 -0.33314  0.256
H -0.65368 2.16285 -0.04287  0.362
H -2.99476 2.73712 0.44521  0.302
H -1.88175 2.88582 2.03753  0.332
H 1.87591 0.33778 0.62296  0.389
H 1.54385 -1.19831 1.27931  0.374
H 0.80607 -0.80165 -0.21455  -0.165
H -2.92084 1.42937 1.82246  0.256

Calculated values
ΔE to the lowest compared entry with this formula, charge and spin: 49.2 kcal per mole
Kohn-Sham gap: 0.34581 Eh
2S+1: 1
SMILES: CCSC.CC

Molecular formula: C5H14S
Method: DFT, the ωB97M-V functional and the def2-TZVPD basis

Each line ends with the Mulliken charge.
Geometry (Å):
C 0.34631 4.09718 0.15012  -1.026
C 0.59265 2.69294 -0.46094  -0.644
H 1.31330 4.60477 0.24744  0.277
H -0.22707 4.76202 -0.49835  0.315
H -0.12274 3.98534 1.12421  0.309
H 1.13984 2.74960 -1.40238  0.328
H -0.36730 2.39287 -0.90020  0.223
H 1.02968 2.12765 0.35423  0.202
C 0.52949 -1.26381 1.00622  0.136
C -0.73317 -1.17667 1.92977  -0.985
C -0.94089 -0.99037 -1.44524  -0.611
S 0.21410 -2.10948 -0.60906  -0.135
H 0.63653 -0.25841 0.62620  -0.304
H 1.31051 -1.69883 1.61349  0.358
H -1.69918 -1.43534 1.51639  0.334
H -0.76637 -0.12628 2.24204  0.263
H -0.43743 -0.03702 -1.62727  0.101
H -1.25395 -1.33590 -2.42666  0.335
H -1.76532 -0.94018 -0.74446  0.209
H -0.49105 -1.57351 2.92120  0.313

Calculated values
ΔE to the lowest compared entry with this formula, charge and spin: 26.3 kcal per mole
Kohn-Sham gap: 0.33939 Eh
2S+1: 1
SMILES: CCSC.CC

Molecular formula: C5H14S
Method: DFT, the ωB97M-V functional and the def2-TZVPD basis

Each line ends with the Mulliken charge.
Geometry (Å):
C 0.78201 0.91671 -1.02297  -0.389
C -0.42016 -0.04237 -1.36609  -0.975
C -0.75329 1.71226 1.37008  -0.740
S 0.41042 2.27580 0.07440  -0.136
H 1.62707 0.34070 -0.65529  0.307
H 1.17891 1.37455 -1.93696  0.325
H 0.03147 -1.01550 -1.26672  0.082
H -0.61379 0.14905 -2.43117  0.300
H -1.27016 0.79856 1.06043  0.166
H -0.20546 1.39634 2.24943  0.281
H -1.49243 2.49516 1.52794  0.316
H -1.29039 0.29257 -0.82137  0.449
C -0.23913 -2.50012 0.81142  -0.607
C -0.08493 -3.77303 -0.01258  -0.969
H -0.15130 -2.55766 1.90260  0.422
H 0.52368 -1.75049 0.60720  0.069
H -1.22755 -2.19724 0.45543  0.223
H 0.90702 -3.78867 -0.50761  0.265
H -0.10347 -4.67804 0.60968  0.305
H -0.76875 -3.82826 -0.85078  0.308

Calculated values
ΔE to the lowest compared entry with this formula, charge and spin: 25.6 kcal per mole
Kohn-Sham gap: 0.34178 Eh
2S+1: 1
SMILES: CCSC.CC

Molecular formula: C5H14S
Method: DFT, the ωB97M-V functional and the def2-TZVPD basis

Each line ends with the Mulliken spin population.
Geometry (Å):
C 2.55019 -0.13394 3.99276  -0.044
C 1.96717 -0.51743 1.38283  -0.036
S 1.41334 0.52629 2.81119  0.917
H 2.52399 -1.23782 3.99285  0.051
H 3.61791 0.05236 3.85100  0.055
H 2.21269 0.34127 4.91275  -0.002
H 2.20032 0.07464 0.51058  0.023
H 1.17816 -1.24361 1.28831  0.041
H 2.94191 -0.97932 1.60164  -0.004
C -1.29035 0.34001 -2.12233  0.000
C -2.29440 -0.09790 -1.10231  0.000
C -1.92992 0.59832 -3.47669  0.000
H -0.82885 1.24152 -1.70410  0.000
H -0.45707 -0.37516 -2.19328  0.000
H -2.02831 0.05986 -0.03948  0.000
H -2.28989 1.62416 -3.41614  0.000
H -1.10853 0.55818 -4.23031  0.000
H -2.56036 -1.15997 -0.96996  0.000
H -3.22283 0.50404 -1.20868  0.000
H -2.59516 -0.17550 -3.88063  0.000

Calculated values
ΔE to the lowest compared entry with this formula, charge and spin: 18.9 kcal per mole
Net charge: +1
Kohn-Sham gap (alpha / beta): 0.35826 / 0.18185 Eh
2S+1: 2

Molecular formula: C5H15BClLi2O6
Method: DFT, the ωB97M-V functional and the def2-TZVPD basis

Each line ends with the Mulliken charge.
Geometry (Å):
Li -0.48020 -1.02867 -0.25600  0.954
Li -0.00237 -3.76242 0.06838  0.810
C 1.72290 -1.99518 -1.77911  -0.577
O 0.46273 -2.47606 -1.49396  -0.912
H 2.23679 -1.56361 -0.89578  0.126
H 2.40036 -2.72322 -2.26577  0.303
H 1.68944 -1.16505 -2.51938  0.154
B -0.85215 -2.29545 1.48780  -0.099
H -0.96536 -3.20283 2.28368  -0.204
H -1.09901 -1.19434 1.89338  -0.205
H 0.26105 -2.30190 1.08099  -0.239
H -1.59649 -2.58859 0.56821  -0.097
Cl -3.84522 0.48558 -1.32054  1.682
O -4.88581 -0.50801 -1.19920  -0.683
O -3.91854 1.12048 -2.61543  -0.669
O -3.98196 1.47064 -0.27588  -0.683
O -2.55022 -0.16030 -1.19496  -0.769
C 0.77059 2.88005 0.71278  -0.518
C 1.89609 2.12113 1.44989  -0.590
C 1.73207 0.68835 0.94176  -0.646
O 0.49306 0.62017 0.26229  -0.032
C 0.33250 1.89514 -0.35742  -0.465
H 1.04840 3.83775 0.28125  0.334
H -0.06181 2.94298 1.41056  0.276
H 1.70769 2.16977 2.52369  0.221
H 2.91501 2.47548 1.30014  0.321
H 1.88537 -0.11700 1.66123  0.378
H 2.52093 0.43376 0.21154  0.312
H -0.71268 2.00442 -0.65347  0.236
H 0.87686 1.93692 -1.31067  0.281

Calculated values
ΔE to the lowest compared entry with this formula, charge and spin: 0.0 kcal per mole
Net charge: -1
Kohn-Sham gap: 0.26711 Eh
2S+1: 1

Molecular formula: C5H15ClINOPRe
Method: DFT, the ωB97M-V functional and the def2-TZVPD basis

Each line ends with the Mulliken spin population.
Geometry (Å):
C -1.33674 1.49680 0.73518  0.081
I 1.71072 -2.01579 -1.02929  1.048
H -0.91956 1.88194 1.66809  0.001
H -2.32979 1.07960 0.91913  0.001
H -1.44614 2.31482 0.02014  -0.008
Re 0.00000 0.00000 0.00000  1.120
P 1.22923 1.55904 -1.28621  -0.041
C 0.70308 1.65178 -3.03309  0.010
C 1.18316 3.29081 -0.69946  0.004
H 3.35873 0.87431 -0.39703  -0.012
H 3.55218 2.10401 -1.69361  0.003
H 3.17172 0.39356 -2.09484  0.004
C 3.01420 1.20366 -1.37903  0.032
H 1.42540 3.30475 0.36668  -0.004
H 1.91356 3.89294 -1.24922  0.001
H 1.31469 2.37007 -3.58774  0.000
H -0.34785 1.94865 -3.08995  0.001
H 0.18708 3.71726 -0.84046  -0.001
H 0.81281 0.65538 -3.47142  0.001
C -1.16990 -0.40164 -1.36445  0.024
O -1.92374 -0.63501 -2.21299  0.183
Cl 1.46105 0.60293 1.82634  0.537
N -0.94999 -1.39034 1.16414  -0.001
H -0.23820 -1.85513 1.77062  0.011
H -1.40385 -2.12062 0.57081  0.006
H -1.66665 -0.94349 1.77664  -0.001

Calculated values
Net charge: +3
Kohn-Sham gap (alpha / beta): 0.22585 / 0.21557 Eh
2S+1: 4

Molecular formula: C5H15FO8P3
Method: DFT, the ωB97M-V functional and the def2-TZVPD basis

Each line ends with the Mulliken charge.
Geometry (Å):
C -3.75668 1.67479 2.04077  -0.783
C -2.78462 2.69877 1.31055  -0.466
C -2.35447 2.14770 -0.11569  0.082
F -3.42988 1.50284 -0.72235  -0.309
O -1.33288 1.20642 0.10315  -0.033
P 0.04371 1.42801 -0.77708  0.922
O 0.15736 2.68343 -1.59464  -0.752
O 1.30462 1.42280 0.32858  -0.538
O 0.21116 0.12647 -1.83606  -0.334
P 0.58232 -1.32245 -1.00423  0.094
P -1.24226 -2.50626 -0.63797  0.806
O -0.91451 -3.61783 0.35394  -0.682
O -1.82448 -3.18915 -2.05782  -0.513
O -2.52673 -1.63201 0.01560  -0.479
H -4.80789 2.01776 1.84616  0.295
H -3.52551 1.67223 3.13142  0.302
H -3.63396 0.63638 1.65348  0.081
H -3.25217 3.70923 1.20123  0.351
H -1.82645 2.74195 1.89541  0.225
H -2.09539 3.03282 -0.73410  0.390
H 2.12911 1.11095 -0.12127  0.350
H 1.06042 -1.03978 0.32559  0.164
H -2.58250 -3.72854 -1.77790  0.325
H -2.43265 -1.74786 0.97354  0.316
C 5.60001 -1.34068 -0.40093  -1.252
C 4.06498 -1.40731 -0.56165  -0.008
O 3.66103 -0.36344 -1.31021  -0.807
H 5.91269 -0.42052 0.10162  0.280
H 5.95669 -2.18621 0.20862  0.379
H 6.10800 -1.39729 -1.36774  0.278
H 3.67026 -1.48162 0.48178  0.135
H 3.86066 -2.43161 -0.95179  0.181

Calculated values
Net charge: -1
Kohn-Sham gap: 0.22307 Eh
2S+1: 1

Q: Look up the 2S+1 of the fourth one.
A: 1

What did the ninth record say?
Molecular formula: C5H15ClINOPRe
Method: DFT, the ωB97M-V functional and the def2-TZVPD basis

Each line ends with the Mulliken spin population.
Geometry (Å):
C -1.33674 1.49680 0.73518  0.081
I 1.71072 -2.01579 -1.02929  1.048
H -0.91956 1.88194 1.66809  0.001
H -2.32979 1.07960 0.91913  0.001
H -1.44614 2.31482 0.02014  -0.008
Re 0.00000 0.00000 0.00000  1.120
P 1.22923 1.55904 -1.28621  -0.041
C 0.70308 1.65178 -3.03309  0.010
C 1.18316 3.29081 -0.69946  0.004
H 3.35873 0.87431 -0.39703  -0.012
H 3.55218 2.10401 -1.69361  0.003
H 3.17172 0.39356 -2.09484  0.004
C 3.01420 1.20366 -1.37903  0.032
H 1.42540 3.30475 0.36668  -0.004
H 1.91356 3.89294 -1.24922  0.001
H 1.31469 2.37007 -3.58774  0.000
H -0.34785 1.94865 -3.08995  0.001
H 0.18708 3.71726 -0.84046  -0.001
H 0.81281 0.65538 -3.47142  0.001
C -1.16990 -0.40164 -1.36445  0.024
O -1.92374 -0.63501 -2.21299  0.183
Cl 1.46105 0.60293 1.82634  0.537
N -0.94999 -1.39034 1.16414  -0.001
H -0.23820 -1.85513 1.77062  0.011
H -1.40385 -2.12062 0.57081  0.006
H -1.66665 -0.94349 1.77664  -0.001

Calculated values
Net charge: +3
Kohn-Sham gap (alpha / beta): 0.22585 / 0.21557 Eh
2S+1: 4

Q: The highest 2S+1 belongs to which entry?
A: C5H15ClINOPRe